Entry w
C7H14 | ωB97M-V/def2-TZVPD

Atoms and positions in Å:
1 C 1.085 -2.667 -1.886
2 C 0.542 -1.259 -1.892
3 C 0.544 -0.470 -0.822
4 C -0.179 0.860 -0.727
5 C -1.325 0.797 0.285
6 C -0.943 0.767 1.765
7 C 0.193 1.730 2.160
8 H 1.374 -2.895 -0.855
9 H 1.952 -2.716 -2.548
10 H 0.349 -3.422 -2.170
11 H 0.485 -0.765 -2.857
12 H 0.671 -0.933 0.160
13 H -0.660 0.965 -1.693
14 H 0.505 1.661 -0.471
15 H -1.898 1.723 0.191
16 H -1.935 -0.072 0.025
17 H -0.547 -0.181 2.156
18 H -1.796 0.962 2.413
19 H 1.064 1.629 1.508
20 H -0.051 2.797 2.106
21 H 0.569 1.489 3.151

SMILES: C/C=C/CCCC
HOMO-LUMO gap: 10.44 eV
Charge: 0
HOMO level: -9.2 eV
Molar mass: 98.189 g/mol

***

Entry x
C7H14 | ωB97M-V/def2-TZVPD

Atoms and positions in Å:
1 C -1.554 -1.243 0.769
2 C -0.498 -0.965 -0.278
3 C 0.918 -0.588 0.093
4 C 1.349 -0.384 1.529
5 C 0.043 0.405 -0.634
6 C -0.427 1.660 0.078
7 C 0.379 0.648 -2.093
8 H -1.414 -2.249 1.183
9 H -2.561 -1.199 0.339
10 H -1.524 -0.543 1.608
11 H -0.577 -1.639 -1.132
12 H 1.694 -1.044 -0.523
13 H 2.219 0.281 1.581
14 H 1.627 -1.337 1.994
15 H 0.562 0.063 2.143
16 H -1.198 2.168 -0.513
17 H 0.407 2.362 0.205
18 H -0.849 1.466 1.068
19 H 0.661 -0.283 -2.596
20 H -0.476 1.076 -2.634
21 H 1.220 1.346 -2.189

SMILES: C[C@@H]1[C@H](C)C1(C)C
HOMO-LUMO gap: 10.54 eV
Charge: 0
HOMO level: -9.5 eV
Molar mass: 98.189 g/mol

***

Entry y
C7H14 | ωB97M-V/def2-TZVPD

Atoms and positions in Å:
1 C 0.120 -0.310 -1.699
2 C 0.993 -0.986 -0.951
3 C 0.605 -1.612 0.363
4 C 2.426 -1.180 -1.368
5 H 0.411 0.132 -2.650
6 H -0.913 -0.178 -1.384
7 H 0.719 -2.703 0.323
8 H 1.258 -1.254 1.171
9 H -0.432 -1.382 0.628
10 H 3.111 -0.793 -0.603
11 H 2.655 -2.248 -1.486
12 H 2.646 -0.675 -2.314
13 C -2.853 0.445 1.070
14 C -1.925 1.329 0.709
15 C -0.595 1.503 1.379
16 H -3.802 0.365 0.546
17 H -2.698 -0.228 1.911
18 H -2.124 1.985 -0.140
19 H 0.218 1.368 0.654
20 H -0.459 0.776 2.187
21 H -0.495 2.510 1.802

SMILES: C=C(C)C.C=CC
HOMO-LUMO gap: 10.33 eV
Charge: 0
HOMO level: -9.3 eV
Molar mass: 98.189 g/mol

***

Entry z
C7H14 | ωB97M-V/def2-TZVPD

Atoms and positions in Å:
1 C -1.302 1.311 0.311
2 C -1.297 -0.238 0.485
3 C -2.418 -0.894 -0.358
4 C 0.132 -0.968 0.217
5 C 1.286 0.030 0.236
6 C 2.790 -0.084 0.244
7 C 2.081 0.538 -0.933
8 H -0.282 1.679 0.217
9 H -1.848 1.653 -0.577
10 H -1.708 1.857 1.173
11 H -1.521 -0.430 1.542
12 H -3.408 -0.876 0.121
13 H -2.537 -0.398 -1.331
14 H -2.178 -1.944 -0.554
15 H 0.321 -1.743 0.983
16 H 0.067 -1.515 -0.733
17 H 0.996 0.862 0.865
18 H 3.311 0.587 0.927
19 H 3.310 -1.025 0.089
20 H 2.106 -0.020 -1.867
21 H 2.100 1.617 -1.059

SMILES: CC(C)CC1CC1
HOMO-LUMO gap: 11.21 eV
Charge: 0
HOMO level: -10.0 eV
Molar mass: 98.189 g/mol

***

Which one sits at the bottom of the stability order? entry z does.

***

Entry w
C7H14 | ωB97M-V/def2-TZVPD

Atoms and positions in Å:
1 C -0.987 -0.602 1.761
2 C -0.951 -0.545 0.246
3 C 0.191 -0.941 -0.675
4 C 1.520 -1.526 -0.237
5 C -0.153 0.515 -0.471
6 C 0.810 1.368 0.333
7 C -0.867 1.276 -1.568
8 H -1.666 -1.388 2.115
9 H -1.368 0.355 2.145
10 H -0.007 -0.773 2.219
11 H -1.932 -0.730 -0.194
12 H -0.152 -1.352 -1.626
13 H 2.344 -1.054 -0.787
14 H 1.560 -2.600 -0.447
15 H 1.719 -1.394 0.833
16 H 0.286 2.207 0.808
17 H 1.584 1.785 -0.323
18 H 1.318 0.805 1.122
19 H -1.506 0.609 -2.157
20 H -1.505 2.055 -1.131
21 H -0.159 1.764 -2.248

SMILES: C[C@@H]1[C@H](C)C1(C)C
HOMO-LUMO gap: 10.46 eV
Charge: 0
HOMO level: -9.4 eV
Molar mass: 98.189 g/mol

***

Entry x
C7H14 | ωB97M-V/def2-TZVPD

Atoms and positions in Å:
1 C 1.712 0.807 -1.014
2 C 1.786 0.053 0.074
3 C 0.995 0.229 1.352
4 C -0.453 0.736 1.237
5 C -1.500 -0.268 0.725
6 C -1.525 -0.578 -0.757
7 C -1.222 0.262 -1.740
8 H 2.302 0.595 -1.902
9 H 1.051 1.664 -1.067
10 H 2.521 -0.752 0.075
11 H 0.992 -0.722 1.901
12 H 1.556 0.928 1.990
13 H -0.764 1.028 2.248
14 H -0.487 1.657 0.643
15 H -1.389 -1.206 1.285
16 H -2.497 0.111 0.992
17 H -1.878 -1.576 -1.024
18 H -1.250 -0.042 -2.782
19 H -0.929 1.290 -1.550
20 H 0.835 -2.119 -0.207
21 H 0.144 -2.097 -0.478

SMILES: C=CCCCC=C.[H][H]
HOMO-LUMO gap: 10.17 eV
Charge: 0
HOMO level: -8.9 eV
Molar mass: 98.189 g/mol

***

Entry y
C7H14 | ωB97M-V/def2-TZVPD

Atoms and positions in Å:
1 C 1.969 -0.668 0.929
2 C 1.075 -0.606 -0.313
3 C 0.045 0.499 -0.346
4 C 0.580 1.929 -0.233
5 C -1.132 0.379 -1.230
6 C -1.664 0.229 0.169
7 C -2.045 -1.199 0.542
8 H 2.668 -1.510 0.859
9 H 2.567 0.241 1.054
10 H 1.372 -0.807 1.836
11 H 1.698 -0.469 -1.207
12 H 0.569 -1.568 -0.444
13 H 1.103 2.163 -1.173
14 H 1.289 2.090 0.587
15 H -0.235 2.653 -0.124
16 H -1.409 1.257 -1.809
17 H -1.115 -0.531 -1.838
18 H -0.773 0.623 0.819
19 H -2.003 -1.353 1.625
20 H -1.467 -1.995 0.046
21 H -3.094 -1.356 0.250

HOMO-LUMO gap: 8.60 eV
Charge: 0
HOMO level: -7.6 eV
Molar mass: 98.189 g/mol

***

Entry z
C7H14 | ωB97M-V/def2-TZVPD

Atoms and positions in Å:
1 C 1.216 1.082 -1.542
2 C -0.080 0.947 -0.607
3 C 0.104 -0.254 0.250
4 C -0.858 -1.424 0.134
5 C -2.808 -1.620 1.731
6 C -2.339 -1.222 0.346
7 C -2.298 -2.278 -0.607
8 H 1.044 1.758 -2.391
9 H 1.466 0.070 -2.010
10 H 2.130 1.459 -1.024
11 H -0.921 0.926 -1.236
12 H -0.151 1.971 -0.110
13 H 8.301 4.177 0.277
14 H 0.477 -0.148 1.221
15 H 8.953 4.424 0.308
16 H -0.386 -2.248 0.624
17 H -2.371 -0.965 2.511
18 H -3.935 -1.619 1.840
19 H -2.481 -2.668 1.909
20 H -2.573 -0.220 0.031
21 H -2.490 -2.148 -1.657

HOMO-LUMO gap: 6.13 eV
Charge: 0
HOMO level: -7.2 eV
Molar mass: 98.189 g/mol

***

Which one sits at the bottom of the stability order? entry z does.

***

Entry w
C5H7NS | ωB97M-V/def2-TZVPD

Atoms and positions in Å:
1 C 1.107 0.932 0.001
2 C 0.646 -0.122 1.057
3 C 0.664 -0.115 -1.056
4 C -0.854 -0.168 -0.743
5 C -0.858 -0.163 0.731
6 H 2.182 1.109 -0.028
7 H 0.526 1.837 0.004
8 H 0.942 -0.030 2.097
9 H 0.991 -0.064 -2.085
10 H -1.531 0.417 -1.329
11 H -2.358 -1.329 0.018
12 H -1.543 0.460 1.336
13 N -1.332 -1.342 -0.011
14 S 1.419 -1.422 0.008

HOMO-LUMO gap: 9.26 eV
Charge: 0
HOMO level: -8.3 eV
Molar mass: 113.185 g/mol

***

Entry x
C5H7NS | ωB97M-V/def2-TZVPD

Atoms and positions in Å:
1 C 1.133 1.975 -0.176
2 C 0.353 1.057 0.437
3 C 0.395 -0.308 -0.157
4 C 1.488 -1.183 -0.255
5 N -0.937 -0.988 0.085
6 C -2.253 -0.713 0.121
7 S -2.986 0.717 -0.257
8 H 1.305 3.024 0.246
9 H 1.519 1.826 -1.111
10 H -0.360 1.343 1.199
11 H 2.539 -0.955 -0.157
12 H 1.220 -2.181 -0.602
13 H -0.773 -1.962 0.026
14 H -2.642 -1.652 0.600

SMILES: C=CC(=C)NC=S
HOMO-LUMO gap: 8.50 eV
Charge: 0
HOMO level: -8.4 eV
Molar mass: 113.185 g/mol

***

Entry y
C5H7NS | ωB97M-V/def2-TZVPD

Atoms and positions in Å:
1 C -1.824 1.397 0.754
2 C -1.420 1.286 -0.533
3 C -0.062 0.871 -0.948
4 N 0.823 0.511 -0.105
5 C 2.010 0.099 0.071
6 C 1.959 -1.456 -0.136
7 S 3.384 0.969 0.472
8 H -1.282 1.284 1.626
9 H -2.887 1.477 0.952
10 H -2.134 1.321 -1.475
11 H 0.021 0.820 -2.073
12 H 1.813 -1.709 -1.209
13 H 1.133 -1.736 0.439
14 H 2.947 -1.773 0.366

SMILES: C=C/C=N/C(C)=S
HOMO-LUMO gap: 7.79 eV
Charge: 0
HOMO level: -8.2 eV
Molar mass: 113.185 g/mol

***

Which one sits at the bottom of the stability order? entry x does.

***

Entry w
C5H7NS | ωB97M-V/def2-TZVPD

Atoms and positions in Å:
1 C 2.266 -0.599 -0.082
2 C 1.797 0.681 0.136
3 C 0.315 0.892 0.117
4 S -0.368 2.376 -0.028
5 N -0.448 -0.358 -0.003
6 C -1.676 -0.345 -0.691
7 C -1.677 -0.478 0.741
8 H 1.502 -1.306 -0.343
9 H 3.326 -0.851 -0.105
10 H 2.533 1.575 0.179
11 H -1.873 -1.141 -1.417
12 H -2.047 0.579 -1.018
13 H -1.783 -1.443 1.205
14 H -1.868 0.419 1.309

SMILES: C=CC(=S)N1CC1
HOMO-LUMO gap: 8.27 eV
Charge: 0
HOMO level: -8.9 eV
Molar mass: 113.185 g/mol

***

Entry x
C5H7NS | ωB97M-V/def2-TZVPD

Atoms and positions in Å:
1 C 1.181 2.182 -1.477
2 C 1.123 1.262 -0.542
3 C 0.508 0.483 0.728
4 S -1.222 1.315 1.079
5 C -1.630 -0.483 0.578
6 C -0.087 -0.858 0.482
7 N 0.412 -1.538 -0.595
8 H 1.234 2.692 -2.522
9 H 1.010 0.784 1.550
10 H -2.347 -0.454 -0.239
11 H -2.146 -1.094 1.536
12 H 0.158 -1.408 1.343
13 H 1.259 -2.080 -0.595
14 H 0.548 -0.804 -1.327

SMILES: C#C[C@H]1SC[C@H]1N
HOMO-LUMO gap: 9.23 eV
Charge: 0
HOMO level: -8.6 eV
Molar mass: 113.185 g/mol

***

Entry y
C5H7NS | ωB97M-V/def2-TZVPD

Atoms and positions in Å:
1 C -2.396 -0.089 0.020
2 C -0.946 0.105 -0.209
3 N -0.159 -0.834 -0.504
4 C 1.196 -0.485 -0.627
5 C 1.918 0.023 0.604
6 C 1.471 0.982 -0.436
7 S -0.285 1.754 -0.070
8 H -2.655 -1.126 -0.176
9 H -2.977 0.558 -0.635
10 H -2.640 0.165 1.052
11 H 1.738 -1.083 -1.348
12 H 1.376 -0.007 1.538
13 H 2.976 -0.166 0.692
14 H 2.098 1.618 -1.029

SMILES: CC1=N[C@@H]2C[C@@H]2S1
HOMO-LUMO gap: 9.65 eV
Charge: 0
HOMO level: -8.7 eV
Molar mass: 113.185 g/mol

***

Which one sits at the bottom of the stability order? entry x does.

***

Entry w
C3H11NO2S | ωB97M-V/def2-TZVPD

Atoms and positions in Å:
1 O 1.160 -1.415 -1.167
2 C 0.901 -0.344 -0.261
3 N -0.377 0.276 -0.538
4 C -1.475 0.095 0.333
5 C -2.780 0.372 -0.432
6 S -3.122 2.005 -1.196
7 H 0.527 -1.362 -1.883
8 H 1.052 -0.702 0.779
9 H 1.676 0.448 -0.437
10 H -0.791 0.434 -1.463
11 H -1.395 -0.965 0.967
12 H -1.314 0.829 1.198
13 H -3.091 -0.547 -0.905
14 H -3.420 0.487 0.434
15 H -3.061 1.666 -2.578
16 O 5.413 -0.371 2.606
17 H 5.401 -1.156 2.096
18 H 4.696 0.251 2.447

SMILES: OCNCCS.O
HOMO-LUMO gap: 9.26 eV
Charge: 0
HOMO level: -8.7 eV
Molar mass: 125.193 g/mol

***

Entry x
C3H11NO2S | ωB97M-V/def2-TZVPD

Atoms and positions in Å:
1 O 1.356 -1.646 0.256
2 C 1.376 -0.416 1.013
3 N 1.017 0.708 0.183
4 C -0.445 0.863 0.019
5 C -0.852 2.226 -0.521
6 S -2.715 2.250 -0.571
7 H 2.219 -1.893 -0.102
8 H 0.555 -0.537 1.713
9 H 2.360 -0.294 1.467
10 H 1.488 0.707 -0.714
11 H -0.759 0.097 -0.704
12 H -0.878 0.722 1.006
13 H -0.427 3.006 0.119
14 H -0.521 2.522 -1.516
15 H -2.874 1.859 0.698
16 O -0.719 -3.348 -0.797
17 H -0.054 -2.896 -0.227
18 H -0.128 -3.928 -1.322

SMILES: OCNCCS.O
HOMO-LUMO gap: 9.68 eV
Charge: 0
HOMO level: -9.1 eV
Molar mass: 125.193 g/mol

***

Entry y
C3H11NO2S | ωB97M-V/def2-TZVPD

Atoms and positions in Å:
1 O 1.897 -1.885 0.704
2 C 1.205 -1.482 -0.455
3 N 0.308 -0.334 -0.171
4 C 0.585 0.795 -1.029
5 C -0.245 2.011 -0.621
6 S -0.952 2.768 -2.138
7 H 1.273 -1.872 1.444
8 H 0.595 -2.328 -0.779
9 H 1.964 -1.202 -1.184
10 H 0.583 -0.084 0.777
11 H 0.359 0.522 -2.072
12 H 1.642 1.112 -1.060
13 H 0.367 2.760 -0.143
14 H -1.088 1.658 -0.028
15 H -1.629 3.742 -1.510
16 O -2.173 -1.809 3.046
17 H -2.428 -1.606 2.134
18 H -2.264 -2.765 3.084

SMILES: OCNCCS.O
HOMO-LUMO gap: 9.76 eV
Charge: 0
HOMO level: -9.1 eV
Molar mass: 125.193 g/mol

***

Entry z
C3H11NO2S | ωB97M-V/def2-TZVPD

Atoms and positions in Å:
1 O 2.712 -1.246 0.992
2 C 1.954 -0.677 -0.029
3 N 0.982 0.301 0.486
4 C -0.017 0.588 -0.526
5 C -0.968 1.649 -0.008
6 S -2.522 1.935 -0.916
7 H 3.247 -0.570 1.421
8 H 1.390 -1.515 -0.423
9 H 2.513 -0.184 -0.836
10 H 1.482 1.166 0.666
11 H -0.521 -0.355 -0.765
12 H 0.409 0.941 -1.477
13 H -0.530 2.644 -0.020
14 H -1.244 1.426 1.017
15 H -3.327 0.975 -0.444
16 O -2.169 -2.468 0.086
17 H -1.465 -3.032 0.419
18 H -1.927 -1.576 0.356

SMILES: OCNCCS.O
HOMO-LUMO gap: 9.90 eV
Charge: 0
HOMO level: -9.3 eV
Molar mass: 125.193 g/mol

***

Which one sits at the bottom of the stability order? entry w does.

***

Entry w
HN5OS | ωB97M-V/def2-TZVPD

Atoms and positions in Å:
1 N 1.433 0.696 1.147
2 N -2.499 0.929 1.322
3 N -2.507 0.638 2.419
4 N 1.550 1.027 0.082
5 N -2.016 1.082 0.219
6 O 1.673 1.323 -1.041
7 S -2.647 1.561 -1.270
8 H 5.013 -7.256 -2.876

HOMO-LUMO gap: 3.49 eV
Charge: -2
HOMO level: 1.9 eV
Molar mass: 119.109 g/mol

***

Entry x
HN5OS | ωB97M-V/def2-TZVPD

Atoms and positions in Å:
1 N 9.987 0.434 0.847
2 N 9.643 0.105 -1.633
3 N 9.700 1.284 -1.231
4 N 9.994 1.520 0.045
5 N 9.823 -0.638 0.187
6 O 10.001 2.687 0.540
7 S 9.810 -2.212 0.512
8 H -11.402 -3.010 -0.978

HOMO-LUMO gap: 3.24 eV
Charge: -2
HOMO level: 1.3 eV
Molar mass: 119.109 g/mol

***

Which one sits at the bottom of the stability order? entry x does.

***

Entry w
C4H3NO2S | ωB97M-V/def2-TZVPD

Atoms and positions in Å:
1 C -1.684 0.474 0.317
2 C -1.494 -0.832 0.632
3 S -0.194 -1.486 -0.295
4 C 0.033 0.116 -0.986
5 N -0.854 0.969 -0.630
6 H -2.431 1.112 0.750
7 H -2.014 -1.445 1.339
8 H 0.652 0.224 -1.857
9 O 3.700 -0.172 0.411
10 C 2.670 0.308 0.255
11 O 1.617 0.733 0.065

SMILES: c1cscn1.O=C=O
HOMO-LUMO gap: 9.31 eV
Charge: 0
HOMO level: -8.9 eV
Molar mass: 129.140 g/mol

***

Entry x
C4H3NO2S | ωB97M-V/def2-TZVPD

Atoms and positions in Å:
1 O -0.513 -1.349 1.950
2 C -0.690 -1.034 0.826
3 O -1.664 -1.687 0.097
4 C 0.062 -0.029 0.061
5 C -0.236 0.413 -1.156
6 S 0.916 1.572 -1.675
7 C 1.624 1.477 -0.166
8 N 1.159 0.568 0.648
9 H -1.943 -2.283 0.932
10 H -1.205 0.245 -1.659
11 H 2.490 2.106 0.141

SMILES: O=C(O)c1cscn1
HOMO-LUMO gap: 10.60 eV
Charge: 0
HOMO level: -10.2 eV
Molar mass: 129.140 g/mol

***

Entry y
C4H3NO2S | ωB97M-V/def2-TZVPD

Atoms and positions in Å:
1 O 2.863 -1.276 -0.004
2 C 2.531 -0.109 0.009
3 C 1.157 0.358 -0.001
4 C 0.592 1.596 -0.008
5 N -0.789 1.487 0.005
6 C -0.977 0.200 -0.004
7 S -2.536 -0.590 0.000
8 O 0.136 -0.558 0.003
9 H 3.261 0.721 -0.008
10 H 1.056 2.560 0.005
11 H -2.023 -1.845 0.000

SMILES: O=Cc1cnc(S)o1
HOMO-LUMO gap: 9.19 eV
Charge: 0
HOMO level: -9.3 eV
Molar mass: 129.140 g/mol

***

Which one sits at the bottom of the stability order? entry y does.

***

Entry w
C5H5NS | ωB97M-V/def2-TZVPD

Atoms and positions in Å:
1 C 0.473 2.477 -1.474
2 C 0.425 1.227 -0.657
3 C -0.657 0.480 -0.513
4 C -0.330 -0.523 0.469
5 S -1.132 -1.940 0.719
6 N 1.037 -0.497 0.846
7 C 1.488 0.484 0.188
8 H 0.440 3.350 -0.649
9 H -0.414 2.517 -2.194
10 H 1.452 2.421 -2.088
11 H -1.593 0.581 -0.908
12 H 2.568 0.783 0.336

SMILES: CC1=CC(=S)N=C1
HOMO-LUMO gap: 7.38 eV
Charge: 0
HOMO level: -8.9 eV
Molar mass: 111.169 g/mol

***

Entry x
C5H5NS | ωB97M-V/def2-TZVPD

Atoms and positions in Å:
1 C 1.262 1.267 0.030
2 C -0.019 -0.592 0.160
3 C -1.224 -1.225 0.064
4 C -1.526 1.056 -0.113
5 C -0.195 0.792 0.139
6 H 1.638 1.612 1.023
7 H 1.607 1.926 -0.715
8 H -1.643 -2.196 0.009
9 H -3.115 -0.402 -0.086
10 H -2.167 1.975 -0.156
11 N -2.100 -0.174 -0.052
12 S 1.787 -0.593 -0.087

HOMO-LUMO gap: 8.74 eV
Charge: 0
HOMO level: -7.8 eV
Molar mass: 111.169 g/mol

***

Entry y
C5H5NS | ωB97M-V/def2-TZVPD

Atoms and positions in Å:
1 C 2.164 1.815 -0.672
2 C 1.460 0.746 -0.634
3 C 0.586 -0.317 -0.234
4 C -0.782 -0.675 -0.911
5 N -0.802 0.120 0.295
6 C -1.246 -0.320 1.534
7 S -2.388 -1.415 1.672
8 H 2.874 2.659 -0.995
9 H 1.070 -1.145 0.254
10 H -1.219 -1.687 -0.867
11 H -0.946 -0.149 -1.846
12 H -0.771 0.369 2.404

SMILES: C#C[C@@H]1CN1C=S
HOMO-LUMO gap: 8.89 eV
Charge: 0
HOMO level: -8.9 eV
Molar mass: 111.169 g/mol

***

Which one sits at the bottom of the stability order? entry y does.